1.
Density functional theory data (ωB97M-V/def2-TZVPD) for 8 unconnected molecules or ions with the total composition C11H38O11.

As for the energy above the lowest of the compared OMol25 structures with the same formula, charge and spin: 2.901 eV. Its strongest force on any atom is 2.14 eV/Å. As for the LUMO energy: 0.244 eV. As for the HOMO energy: -0.3616 Ha. As for the SMILES: OCCO.OCCO.OCCO.CO.CO.CO.CO.CO.

Geometry (Å):
H: 0.354 -3.586 5.709
O: 2.821 4.062 0.264
O: -0.658 -3.994 -0.915
H: -1.083 2.467 6.291
H: -0.361 -4.485 -1.685
C: -1.740 -4.647 -0.298
C: 3.194 -1.381 -4.457
H: -0.439 -1.240 -0.110
H: -1.500 0.245 -5.810
H: 0.083 -0.272 2.017
H: -1.427 -0.444 -4.184
H: -2.985 -6.471 -0.813
H: -2.136 5.551 2.489
H: -3.571 1.122 -4.911
O: -0.268 1.085 -4.455
C: -1.351 5.566 1.732
H: 4.631 3.334 -0.552
O: -2.784 1.420 -2.951
C: -1.529 2.515 5.297
O: -0.145 5.527 2.468
H: -1.527 4.654 1.162
O: 2.622 -1.102 -5.705
C: -2.654 1.385 -4.383
C: 0.424 0.120 1.058
H: 0.364 1.206 1.127
H: 1.029 -2.405 4.749
O: -0.370 -0.285 -0.047
O: -0.243 -1.671 6.141
H: 3.700 -2.347 -4.443
H: -1.435 -6.439 -1.459
H: 4.529 3.764 1.189
H: -0.756 -2.905 4.564
H: -2.035 3.480 5.291
C: 0.077 -2.652 5.219
H: 1.384 -2.016 0.415
H: 2.243 -1.902 -6.075
H: 2.146 0.029 -0.255
H: 2.530 0.305 1.391
C: -1.492 0.487 -4.747
C: 4.235 4.041 0.177
O: -2.490 1.455 5.118
H: 0.413 -1.608 6.839
H: 0.478 5.078 1.891
H: -1.392 6.459 1.109
O: 2.135 -1.620 0.862
H: -2.384 2.417 -4.605
H: -1.352 -5.063 0.633
H: -2.727 -6.037 -3.061
H: -2.575 -3.960 -0.164
H: 4.561 5.036 -0.127
H: -1.955 1.175 -2.533
H: 0.401 0.618 -4.961
H: 2.494 -1.357 -3.622
C: -2.270 -5.772 -1.246
H: 2.552 4.172 -0.651
C: 1.846 -0.256 0.754
H: -2.020 0.650 5.350
H: -0.786 2.398 4.508
H: 3.911 -0.648 -4.088
O: -2.721 -5.258 -2.501



2.
Density functional theory data (ωB97M-V/def2-TZVPD) for a single CH3NO3S2 molecule.

As for the energy above the lowest of the compared OMol25 structures with the same formula, charge and spin: 1.053 eV. Its strongest force on any atom is 4.04 eV/Å. As for the LUMO energy (alpha / beta): -1.262 / -1.262 eV. As for the HOMO energy (alpha / beta): -0.4008 / -0.4009 Ha.

Geometry (Å):
H: -1.572 1.749 0.350
C: -1.184 0.971 -0.264
N: 0.778 -1.087 -0.831
O: 0.654 0.466 1.598
O: -1.224 -1.144 1.550
S: -0.330 -0.270 0.851
O: 3.121 -1.234 -1.377
H: -1.900 0.395 -0.651
H: -0.507 1.369 -0.972
S: 2.164 -1.216 -0.253



3.
Density functional theory data (ωB97M-V/def2-TZVPD) for a molecular structure, C31H49ClO2OsP2.

As for the multiplicity: 5. Its strongest force on any atom is 7.02 eV/Å. As for the LUMO energy (alpha / beta): -5.793 / -8.695 eV. As for the HOMO energy (alpha / beta): -0.4815 / -0.4748 Ha. The net charge is +2.

Geometry (Å):
H: -5.197 0.945 6.623
H: -1.047 -3.283 -2.491
C: 1.530 -0.160 1.667
C: -4.322 -1.030 6.613
P: -1.997 -1.705 -0.908
H: 4.192 2.467 -2.417
H: 1.537 0.274 3.762
H: -2.902 2.867 -1.268
C: 1.182 -1.497 1.351
H: 1.324 -1.077 -2.565
H: 2.247 3.893 -2.358
H: -0.834 2.184 -4.018
H: 4.384 -0.030 -1.344
H: -0.682 -1.836 2.334
C: -3.374 -1.762 4.504
C: -3.745 -0.548 3.913
C: -1.899 2.732 1.645
C: -4.420 0.415 4.672
H: -3.398 -2.961 6.310
H: -0.483 0.501 -2.424
C: 1.841 -3.222 -0.452
H: 2.992 2.185 1.581
H: -1.549 -1.773 -3.304
O: -4.265 0.421 1.830
C: 2.808 -0.851 -0.148
C: 1.905 -1.898 0.199
H: 3.078 -0.980 -4.114
C: 0.448 0.883 -2.863
H: -2.855 -2.511 3.909
H: 0.788 3.624 1.362
Cl: -4.662 -1.322 8.264
H: -1.381 2.218 2.466
C: 0.199 1.807 -4.066
H: -4.294 -1.401 -1.613
C: 2.099 2.905 -2.814
C: 0.433 3.615 0.322
H: 0.599 3.916 -3.972
H: -3.637 -3.465 -0.545
C: 2.537 0.264 0.748
Os: 1.911 1.348 -1.643
H: -2.789 -2.991 -2.827
C: 1.025 0.585 2.836
C: -3.669 -2.021 5.852
C: -3.414 -0.256 2.466
C: 0.285 -2.339 2.165
H: 1.269 3.285 -0.341
H: -1.993 -3.935 0.058
H: 0.859 -3.691 -0.307
H: -2.998 -2.789 1.004
P: -0.967 2.421 0.110
H: 2.006 -3.121 -1.532
H: -3.864 -0.265 -0.278
H: -2.895 2.276 1.570
H: 0.282 1.248 -5.009
H: -1.403 3.345 -2.100
H: 4.524 0.729 -3.966
C: 1.549 -0.071 -2.940
C: 3.365 1.492 0.825
C: 2.511 -0.041 -4.116
H: 3.810 -1.628 -1.864
H: 4.416 1.264 1.042
O: -2.305 -0.700 2.032
C: 1.174 2.981 -4.040
C: -3.521 -0.727 -1.221
H: -3.288 0.059 -1.952
C: -1.931 3.359 -1.138
H: 0.124 4.631 0.039
H: 3.366 2.026 -0.155
H: -2.077 4.396 -0.810
H: 1.954 -0.033 -5.058
C: -4.695 0.190 6.025
C: 3.509 1.133 -4.051
H: 1.188 1.663 2.726
H: 0.088 -3.306 1.688
C: -2.739 -3.129 -0.007
H: -0.048 0.399 2.983
C: 4.017 -1.002 -0.988
H: -1.983 3.800 1.873
H: 4.836 -1.490 -0.432
H: -4.731 1.345 4.198
H: 0.720 -2.531 3.160
H: 2.608 -3.910 -0.063
C: -1.835 -2.520 -2.551
H: 1.759 3.042 -4.969
H: 3.492 1.718 -4.975
C: 3.278 2.041 -2.854



4.
Density functional theory data (ωB97M-V/def2-TZVPD) for a molecular structure, C47H41F5N4O2PPbS.

As for the energy above the lowest of the compared OMol25 structures with the same formula, charge and spin: 2.670 eV. Its strongest force on any atom is 0.52 eV/Å. As for the LUMO energy: -4.059 eV. As for the HOMO energy: -0.3926 Ha. The net charge is +1.

Geometry (Å):
C: -2.202 -0.942 3.000
C: 2.767 -1.667 -1.501
C: 3.374 2.367 2.863
C: 1.348 3.202 3.830
C: -3.544 2.557 2.284
H: 2.812 -1.661 4.955
C: -0.573 -3.595 -2.195
C: 0.045 4.488 -1.097
H: 1.737 3.219 -0.619
H: 4.370 -2.503 4.925
H: 3.207 -4.606 4.069
C: 0.644 2.535 2.838
H: -0.240 5.523 -0.872
F: 3.910 1.573 -2.568
H: -3.052 4.543 0.048
H: 1.271 4.321 0.687
C: -2.920 1.104 -2.495
H: 0.838 3.785 4.582
C: -4.356 -3.777 1.351
C: 3.245 -2.679 3.083
C: -0.002 -1.589 -3.398
H: -3.168 -2.218 -3.129
H: 5.160 -3.629 2.742
F: 6.031 0.073 -3.228
N: 1.273 1.800 1.925
H: -0.955 3.557 0.546
N: -1.377 -0.811 2.152
F: 6.028 -2.598 -2.728
H: -3.675 3.944 3.920
C: 4.974 -1.859 -2.407
H: 1.334 -4.310 -4.901
Pb: 0.034 0.041 0.710
H: 4.174 -0.972 4.059
C: -4.899 -2.753 0.591
H: -5.964 -2.565 0.613
H: -0.057 -0.514 -3.513
H: -0.807 4.482 -3.105
H: 0.180 -5.419 -3.017
H: -4.607 2.510 2.093
C: -2.158 -3.199 0.574
H: 0.838 5.105 -3.011
C: -3.022 3.346 3.299
H: -2.556 -4.773 1.964
N: -1.211 2.278 -1.092
P: -1.590 -1.143 -1.192
C: 2.534 -3.978 3.484
S: 1.346 0.751 -1.451
C: 3.870 0.263 -2.313
H: -1.083 -3.326 0.635
H: 0.546 3.367 -2.881
H: -4.697 -1.420 -4.859
C: 4.461 -2.988 2.202
H: -3.019 1.160 0.732
C: 1.373 4.221 -0.397
C: 0.781 -3.721 -4.182
C: -2.704 -2.197 -0.232
C: 0.701 -2.342 -4.323
C: 4.972 -0.498 -2.660
C: -3.803 1.538 -3.491
C: 2.730 3.107 3.843
H: 3.040 1.106 1.142
C: -4.205 -0.708 -4.210
N: -1.352 1.839 1.727
H: 4.156 -3.501 1.288
C: 2.599 1.716 1.921
H: -2.401 5.139 -1.492
O: -3.190 3.247 -1.552
C: -2.667 1.812 1.522
C: -0.637 -2.211 -2.322
O: -3.017 -1.076 3.843
C: -2.676 -0.267 -2.376
H: 4.981 -2.070 1.923
H: -4.998 -4.396 1.962
H: 1.184 -1.849 -5.157
H: 2.225 -4.532 2.597
C: -0.838 2.582 2.703
H: 2.128 4.935 -0.729
H: 3.300 3.607 4.615
C: 2.300 -1.849 2.317
C: -1.108 3.644 -0.530
C: -2.480 4.271 -0.838
C: -2.347 2.190 -1.654
C: -4.429 0.654 -4.347
F: 3.845 -3.756 -1.595
C: 3.864 -2.444 -1.824
C: -3.337 -1.154 -3.234
C: -1.655 3.359 3.515
C: 0.159 4.352 -2.612
C: -4.077 -1.963 -0.200
H: -1.085 -4.106 -1.394
H: -5.093 1.028 -5.113
C: 3.676 -1.903 4.335
C: 2.735 -0.295 -1.726
C: -2.984 -3.995 1.347
H: 4.451 2.285 2.834
C: 1.513 -1.194 1.677
H: -4.510 -1.165 -0.790
H: 1.648 -3.763 4.082
F: 1.703 -2.293 -0.990
H: -1.239 3.964 4.306
C: 0.138 -4.343 -3.123
H: -3.988 2.597 -3.591



Q: The highest strongest force on any atom belongs to which entry?
A: C31H49ClO2OsP2